1.
Below is a cluster of 7 separate species, C40H79BrF9N11O10PS in total at a distorted geometry, with properties calculated with the ωB97M-V functional and the def2-TZVPD basis.

XYZ file:
```
152
Properties=species:S:1:pos:R:3
C -3.8584 1.1859 -1.1840
C -3.1901 1.8947 -2.3899
N -1.7515 1.8582 -2.2096
C -0.8806 2.6291 -3.0403
S -1.7405 3.1715 -4.5922
N -0.4645 3.9662 -2.3839
C -1.4626 4.4403 -1.3380
N -1.1006 5.7441 -0.8804
C -1.4508 5.9980 0.5205
C 0.9646 4.0731 -1.9328
C 1.1169 3.4033 -0.5577
C 2.4598 2.9888 0.0246
O 2.2972 2.9999 1.4359
C 2.2135 1.6975 2.0072
C 2.2759 1.8388 3.5283
C 1.8483 3.7762 -3.1394
C 3.3614 3.9163 -2.8085
C 4.1293 2.6413 -2.5614
O 5.0542 2.5978 -1.7869
C 1.5719 4.8811 -4.2351
C 1.7336 6.3061 -3.7476
O 0.7831 6.9112 -3.2858
Br 3.4325 7.2098 -3.8801
N 1.5643 2.5104 -3.8061
N 2.2560 2.2974 -4.9757
C 0.3315 1.7536 -3.4870
C -0.0336 0.8606 -4.6798
C -1.2810 -0.0135 -4.5299
C -1.2767 -1.2592 -5.3993
F -2.0016 -0.9387 -6.5264
F -0.0768 -1.6461 -5.8550
C -2.0672 -2.4599 -4.8082
F -2.1862 -3.3428 -5.8282
F -3.3092 -2.0443 -4.5030
C -1.3974 -3.2564 -3.6449
F -1.7392 -4.5581 -3.8270
F -0.0608 -3.2122 -3.7016
C -1.8665 -2.8981 -2.1773
F -2.6789 -3.8553 -1.6984
F -2.4989 -1.7125 -2.1092
F -0.7865 -2.8367 -1.3757
P 0.8816 0.4726 -2.1880
O 0.8942 -0.9076 -2.7169
H -3.1776 1.0367 -0.3532
H -4.3227 0.2647 -1.5040
H -4.6659 1.8114 -0.8235
H -3.5502 1.3678 -3.2604
H -3.6301 2.8862 -2.4178
H -1.4755 1.8178 -1.2443
H -2.4877 4.1907 -4.1318
H -0.5367 4.7123 -3.0747
H -2.4156 4.4777 -1.8601
H -1.5720 3.7500 -0.5183
H -1.5117 6.4413 -1.4822
H -2.5128 6.1680 0.6737
H -1.1315 5.1728 1.1460
H -0.9010 6.8701 0.8474
H 1.0835 5.1319 -1.7466
H 0.4285 2.5638 -0.4744
H 0.7357 4.1054 0.1745
H 3.2695 3.6734 -0.1852
H 2.8011 1.9963 -0.2495
H 3.0503 1.0815 1.6919
H 1.2573 1.2475 1.7306
H 2.3387 2.8863 3.7935
H 3.1687 1.3630 3.9109
H 1.4076 1.3941 3.9987
H 3.8747 4.3977 -3.6309
H 3.4660 4.5993 -1.9759
H 3.8614 1.7351 -3.1188
H 2.2702 4.7493 -5.0482
H 0.5539 4.7843 -4.5961
H 1.8360 2.6366 -5.8263
H 2.7159 1.4091 -5.0616
H 0.7875 0.1877 -4.8765
H -0.1211 1.4575 -5.5805
H -2.1629 0.5350 -4.8235
H -1.4027 -0.3028 -3.4950
H 0.1361 0.5495 -0.9929
H 2.1900 0.8536 -1.8534
C -2.3913 -8.8571 -5.5111
C -0.9639 -9.3377 -5.3872
O -0.6805 -10.5214 -5.3588
N 0.0095 -8.3893 -5.3066
C -0.1390 -6.9459 -5.3231
H -3.0427 -9.7231 -5.5641
H -2.6725 -8.2583 -4.6438
H -2.5207 -8.2644 -6.4175
H 0.9371 -8.7730 -5.2260
H 0.4159 -6.5305 -6.1668
H 0.2677 -6.5287 -4.4002
H -1.1801 -6.6580 -5.4105
C 7.1161 0.5274 5.1847
C 5.6485 0.4458 5.5304
O 4.8736 1.3602 5.2658
N 5.2172 -0.6755 6.1476
C 5.9894 -1.8530 6.5400
H 7.3052 1.4796 4.6995
H 7.7266 0.4651 6.0856
H 7.3956 -0.2765 4.5033
H 4.2312 -0.6660 6.3527
H 5.5830 -2.7330 6.0415
H 5.9158 -1.9984 7.6074
H 7.0325 -1.7425 6.2679
C -5.9168 3.6725 -6.0962
C -6.2518 2.8728 -4.8607
O -5.6663 3.0461 -3.7959
N -7.2299 1.9465 -4.9630
C -8.0282 1.6014 -6.1290
H -5.1203 4.3696 -5.8548
H -5.5785 3.0162 -6.8986
H -6.7840 4.2391 -6.4344
H -7.4050 1.4490 -4.1043
H -9.0839 1.7660 -5.9130
H -7.8842 0.5489 -6.3741
H -7.7473 2.2030 -6.9854
C -7.0961 4.2405 -0.3600
C -6.1149 4.3271 0.7855
O -4.9428 4.6422 0.6073
N -6.5695 4.0391 2.0275
C -7.9110 3.6497 2.4279
H -6.5700 4.4959 -1.2748
H -7.4824 3.2248 -0.4524
H -7.9246 4.9355 -0.2220
H -5.8637 4.1155 2.7425
H -8.3062 4.3717 3.1431
H -7.8833 2.6695 2.9053
H -8.5745 3.6048 1.5721
C 5.4848 -4.9214 10.4572
C 6.5743 -4.1315 9.7786
O 6.5239 -3.8419 8.5881
N 7.6321 -3.7404 10.5320
C 7.8676 -3.9841 11.9439
H 4.7147 -5.1632 9.7335
H 5.8812 -5.8531 10.8611
H 5.0339 -4.3400 11.2621
H 8.3234 -3.2187 10.0175
H 7.9568 -3.0342 12.4730
H 8.7973 -4.5403 12.0723
H 7.0551 -4.5536 12.3797
C 2.5325 -5.9319 7.3865
C 2.1896 -6.8457 8.5407
O 2.6230 -6.6581 9.6658
N 1.3726 -7.8998 8.2833
C 0.7661 -8.2823 7.0215
H 3.1889 -5.1461 7.7474
H 3.0487 -6.4833 6.6000
H 1.6305 -5.4755 6.9773
H 1.1847 -8.4682 9.0934
H -0.3207 -8.2850 7.1191
H 1.0904 -9.2865 6.7443
H 1.0453 -7.5940 6.2319
```

Output
E_HOMO = -10.3 eV
Frontier orbital gap = 8.0 eV
Net charge = +1
E_LUMO = -0.0837 Eh

2.
Below is a structure of composition C11H27I2LuOP2 at a distorted geometry, with properties calculated with the ωB97M-V functional and the def2-TZVPD basis.

XYZ file:
```
44
Properties=species:S:1:pos:R:3
I -5.8628 3.5590 2.5123
I -6.9289 1.9010 0.6634
Lu -0.3539 0.4867 0.2574
P -0.5038 2.2898 -1.8041
C -1.7834 3.5681 -2.0074
C 1.0625 3.1970 -1.5118
H 1.2956 3.8844 -2.3360
H -0.0092 2.2698 -4.2163
H 1.8935 2.4826 -1.3914
H 0.5050 0.7637 -3.3933
H -1.9039 4.1011 -1.0531
H 0.9866 3.7752 -0.5799
C -0.2747 1.5355 -3.4453
H -1.5486 4.2944 -2.8033
H -1.2051 1.0374 -3.7437
H -2.7398 3.0740 -2.2344
P -1.0652 -1.5078 1.9568
C -2.5443 -1.5254 3.0245
C -0.9651 -3.1568 1.1883
H 1.3242 -1.4286 2.5281
H 0.3756 -2.2797 3.7934
H 0.3292 -0.4971 3.6715
C 0.3747 -1.4321 3.0917
H -0.0812 -3.2205 0.5370
H -0.9320 -3.9699 1.9289
H -2.5366 -2.3511 3.7553
H -3.4311 -1.6093 2.3820
H -1.8482 -3.3026 0.5513
H -2.5973 -0.5661 3.5560
C -2.5488 1.1467 0.5662
O -3.5884 1.5728 0.8400
C 2.7475 -2.5772 0.3247
C 2.7288 -1.1015 -0.1240
C 3.9037 -0.7594 -1.0726
C 1.3881 -0.7517 -0.7731
H 2.6032 -3.2698 -0.5358
H 1.9638 -2.8092 1.0735
H 3.7245 -2.8135 0.7844
H 2.8807 -0.4530 0.7711
H 3.8820 -1.3472 -2.0126
H 3.9165 0.3188 -1.3127
H 4.8500 -0.9763 -0.5513
H 1.5438 0.0431 -1.5068
H 0.9727 -1.5955 -1.3488
```

Output
E_HOMO = -13.8 eV
Relative energy (zero: lowest compared OMol25 entry of this formula, charge and spin) = 17.9 kcal per mole
Frontier orbital gap = 5.5 eV
Net charge = +2
E_LUMO = -0.3057 Eh

3.
Below is the ion C3H8S2 with charge +1 at a distorted geometry, with properties calculated with the ωB97M-V functional and the def2-TZVPD basis.

XYZ file:
```
13
Properties=species:S:1:pos:R:3
C 1.7793 -1.2253 0.4132
C 1.5187 0.0039 -0.4719
S -0.0493 0.2133 -1.3287
S -1.3506 -0.3039 0.1417
C -2.5594 1.0717 0.1021
H 1.0566 -1.2883 1.2242
H 1.4177 -2.1490 -0.0669
H 2.8304 -1.2467 0.6466
H 2.2712 0.0935 -1.2595
H 1.6090 0.8769 0.1765
H -2.3508 1.8891 -0.5872
H -2.6450 1.4229 1.1308
H -3.5277 0.6419 -0.1210
```

Output
2S+1 = 2
E_HOMO (alpha / beta) = -14.7 / -15.4 eV
Relative energy (zero: lowest compared OMol25 entry of this formula, charge and spin) = 0.0 kcal per mole
Frontier orbital gap (alpha / beta) = 10.3 / 7.5 eV
Net charge = +1
E_LUMO (alpha / beta) = -0.1625 / -0.2911 Eh

4.
Below is a structure of composition BrIO2S2 at a distorted geometry, with properties calculated with the ωB97M-V functional and the def2-TZVPD basis.

XYZ file:
```
6
Properties=species:S:1:pos:R:3
O -1.6070 0.2653 -1.4813
O -0.2732 0.1425 1.4962
S 1.0479 -0.5000 1.3724
S -1.0565 1.3080 -0.6511
Br 1.1169 1.3907 -0.9758
I 0.7719 -2.6065 0.2397
```

Output
E_HOMO (alpha / beta) = -8.9 / -8.9 eV
Relative energy (zero: lowest compared OMol25 entry of this formula, charge and spin) = 13.1 kcal per mole
Frontier orbital gap (alpha / beta) = 7.2 / 7.7 eV
E_LUMO (alpha / beta) = -0.0619 / -0.0460 Eh

5.
Below is a cluster of 2 separate species, C2H11N2O in total, with properties calculated with the ωB97M-V functional and the def2-TZVPD basis.

XYZ file:
```
16
Properties=species:S:1:pos:R:3
C -1.5466 0.2977 -0.0801
N -0.5017 0.4203 -1.0735
C -0.8645 0.2124 1.3207
N 0.4387 -0.5341 1.1530
H -2.1558 -0.5960 -0.2098
H -2.1541 1.1959 -0.0679
H -0.4545 -0.3552 -1.7204
H -0.6011 1.2313 -1.6692
H -1.4057 -0.2805 2.1202
H -0.5812 1.2034 1.6530
H 0.7824 -0.4451 0.1699
H 1.2158 -0.1183 1.6730
H 0.3677 -1.5194 1.3928
H 2.6772 0.5317 -1.5035
H 2.5056 -0.9330 -1.9289
O 2.2778 -0.3111 -1.2293
```

Output
E_HOMO = -14.0 eV
Relative energy (zero: lowest compared OMol25 entry of this formula, charge and spin) = 8.8 kcal per mole
Frontier orbital gap = 10.8 eV
Net charge = +1
E_LUMO = -0.1172 Eh

6.
Below is a structure of composition C16H18NOsPS2Se2 at a distorted geometry, with properties calculated with the ωB97M-V functional and the def2-TZVPD basis.

XYZ file:
```
41
Properties=species:S:1:pos:R:3
Os 6.2273 12.7195 12.1872
Se 4.3160 14.0572 11.5034
P 5.8544 14.8114 10.0288
Se 7.7541 14.1947 10.9286
C 5.7477 16.6044 9.9990
C 6.9102 17.3436 9.6219
C 6.7862 18.7122 9.4544
C 5.5558 19.3318 9.6777
C 4.4622 18.6227 10.2006
C 4.6141 17.2333 10.3302
C 5.4820 14.1633 8.4093
C 5.1739 15.0783 7.3987
C 5.0624 14.6041 6.1395
C 5.3206 13.2665 5.7988
C 5.4916 12.3335 6.7814
C 5.6830 12.7784 8.0719
H 7.8331 16.8620 9.2534
H 7.6113 19.3164 9.1092
H 5.4666 20.4013 9.6612
H 3.5143 19.0441 10.4985
H 3.7408 16.6607 10.6258
H 5.1432 16.1172 7.7135
H 4.8272 15.3339 5.3568
H 5.1581 12.9211 4.7846
H 5.6258 11.2563 6.6326
H 6.0044 12.1060 8.8792
S 4.8876 10.9178 13.2009
C 5.6144 9.5140 12.6094
N 4.8855 8.3934 12.6940
C 5.5196 7.1571 12.2863
C 6.7889 7.4812 11.5429
S 7.2592 9.1419 12.1204
H 3.9027 8.3486 12.9421
H 4.8868 6.5344 11.7273
H 5.8269 6.6303 13.2133
H 6.7359 7.5958 10.4684
H 7.6143 6.8086 11.7872
C 7.9864 11.8764 13.1031
H 8.4873 12.6599 13.7276
H 8.7250 11.5004 12.3818
H 7.6815 11.0370 13.6660
```

Output
2S+1 = 5
E_HOMO (alpha / beta) = -15.0 / -15.0 eV
Frontier orbital gap (alpha / beta) = 8.4 / 6.0 eV
Net charge = +2
E_LUMO (alpha / beta) = -0.2424 / -0.3292 Eh

7.
Below is a structure of composition C30H29IrN4O2STe at a distorted geometry, with properties calculated with the ωB97M-V functional and the def2-TZVPD basis.

XYZ file:
```
68
Properties=species:S:1:pos:R:3
Ir 0.3669 -0.2246 -0.2137
N 2.1923 -0.2900 -0.2117
C 3.3911 -0.3902 -0.1439
C 4.6940 -0.5299 -0.0780
C 5.4747 0.3944 0.6822
N 6.1001 1.1319 1.2975
C 5.2897 -1.6266 -0.7764
N 5.7174 -2.5139 -1.3631
O 0.2440 1.8260 0.1912
S -0.6482 2.8395 -0.5786
C 0.0815 4.4026 -0.1681
C -0.7377 5.5144 -0.3030
C -0.2023 6.7650 -0.0350
C 1.1165 6.8790 0.3816
C 1.9149 5.7503 0.5242
C 1.4001 4.4938 0.2516
C -0.2277 2.6893 -2.2994
C -1.1747 3.1522 -3.2025
C -0.8889 3.0930 -4.5581
C 0.3213 2.5690 -4.9895
C 1.2585 2.1091 -4.0709
C 0.9888 2.1680 -2.7139
H -1.7724 5.4130 -0.6061
H -0.8198 7.6462 -0.1374
H 1.5223 7.8544 0.6126
H 2.9410 5.8503 0.8497
H 2.0029 3.6045 0.3724
H -2.1223 3.5493 -2.8594
H -1.6141 3.4507 -5.2753
H 0.5387 2.5228 -6.0477
H 2.2089 1.7242 -4.4137
H 1.7320 1.8578 -1.9910
C -0.7482 -4.0441 0.0620
Te 0.4162 -2.6712 -1.0840
C 2.0904 -3.6571 -0.2070
C 1.5564 -5.0419 0.0692
C 2.4196 -6.1200 0.2245
C 1.9096 -7.3801 0.4907
C 0.5374 -7.5698 0.5976
C -0.3278 -6.4996 0.4406
C 0.1788 -5.2311 0.1816
H -1.6603 -4.2615 -0.4891
H -0.9999 -3.5968 1.0250
H 2.3903 -3.1285 0.6990
H 2.9153 -3.6491 -0.9178
H 3.4885 -5.9765 0.1327
H 2.5825 -8.2185 0.6047
H 0.1410 -8.5556 0.7975
H -1.3967 -6.6511 0.5194
O -1.6453 -0.1901 -0.0757
C -2.5227 -0.7085 0.6632
C -3.9490 -0.3388 0.4911
C -4.2374 0.7180 1.5980
C -3.7486 0.4194 3.0272
C -2.2243 0.5018 3.2528
C -1.4300 -0.7339 2.7941
N -2.2045 -1.4478 1.7415
H -4.5833 -1.2189 0.6176
H -4.1275 0.0880 -0.4931
H -5.3176 0.8586 1.6158
H -3.8017 1.6675 1.2759
H -4.1487 -0.5365 3.3833
H -4.2077 1.1710 3.6693
H -2.0290 0.6652 4.3121
H -1.8463 1.3827 2.7245
H -1.2449 -1.4471 3.5933
H -0.4635 -0.4471 2.3851
H -3.0508 -1.8267 2.1507
```

Output
E_HOMO (alpha / beta) = -14.0 / -14.0 eV
Frontier orbital gap (alpha / beta) = 4.7 / 5.0 eV
Net charge = +2
E_LUMO (alpha / beta) = -0.3433 / -0.3337 Eh

8.
Below is the molecule C5H8O2 at a distorted geometry, with properties calculated with the ωB97M-V functional and the def2-TZVPD basis.

XYZ file:
```
15
Properties=species:S:1:pos:R:3
C -1.2566 -1.4943 -0.5460
C -0.2778 -1.0417 -1.3292
O 0.1104 0.2713 -1.4560
C -0.0126 1.1192 -0.3322
C 1.1979 1.3862 0.5311
C 0.0624 0.5805 1.0777
O 0.3128 -0.7682 1.3035
H -1.8794 -0.8132 0.0215
H -1.3239 -2.5446 -0.2813
H 0.3435 -1.6913 -1.9394
H -0.6561 1.9738 -0.5326
H 2.0805 0.7844 0.3269
H 1.3918 2.3821 0.9129
H -0.6082 1.0054 1.8241
H 0.5153 -1.1497 0.4191
```

Output
E_HOMO = -8.7 eV
Relative energy (zero: lowest compared OMol25 entry of this formula, charge and spin) = 73.7 kcal per mole
Frontier orbital gap = 9.8 eV
SMILES = C=CO[C@@H]1C[C@@H]1O
E_LUMO = 0.0384 Eh